Density functional theory data (the ωB97M-V functional and the def2-TZVPD basis) for a structure of composition C31H23BrF5N5O4STe4V at a distorted geometry.

Last column: Löwdin spin population.
Geometry (Å):
V -0.303 0.880 -1.380  1.00
Br -7.689 2.525 -2.144  -0.01
C -5.977 1.693 -2.049  -0.01
C -4.960 2.317 -1.439  0.07
C -3.641 1.683 -1.371  0.01
C -3.505 0.343 -1.986  0.10
C -4.648 -0.238 -2.597  -0.02
C -5.852 0.396 -2.642  0.12
N -2.269 -0.179 -2.045  -0.07
C -2.030 -1.424 -2.459  -0.12
C -0.713 -1.910 -2.466  -0.03
C -0.424 -3.225 -2.912  -0.03
C 0.862 -3.684 -2.897  -0.01
C 1.879 -2.827 -2.446  -0.06
C 1.530 -1.561 -2.044  0.00
N 0.277 -1.085 -2.034  -0.07
H -5.078 3.298 -0.998  0.00
H -3.201 1.758 -0.374  0.01
H -4.558 -1.198 -3.088  -0.01
H -6.702 -0.048 -3.139  0.01
H -2.825 -2.095 -2.765  -0.01
H -1.243 -3.842 -3.258  0.00
H 1.094 -4.687 -3.233  0.00
H 2.915 -3.132 -2.415  0.00
H 2.295 -0.871 -1.721  0.00
Te -0.570 3.473 -0.151  0.00
Te -1.958 5.430 1.004  -0.01
Te -3.131 5.052 -3.252  0.03
Te -1.988 2.832 -2.417  0.09
C -0.671 0.870 2.658  0.00
C -1.452 0.105 1.627  -0.01
O -1.247 0.270 0.430  0.01
C -2.531 -0.809 2.053  0.00
C -3.188 -1.571 1.082  0.00
C -4.217 -2.419 1.448  0.00
C -4.601 -2.514 2.779  0.00
C -3.951 -1.762 3.748  0.00
C -2.918 -0.913 3.390  0.00
H 0.156 1.392 2.187  0.00
H -0.298 0.214 3.445  0.00
H -1.329 1.616 3.114  0.00
H -2.875 -1.489 0.050  0.00
H -4.725 -3.004 0.692  0.00
H -5.409 -3.177 3.063  0.00
H -4.251 -1.837 4.785  0.00
H -2.422 -0.326 4.149  0.00
O 7.477 -2.088 5.527  0.00
S 6.235 -2.151 4.782  0.00
O 5.031 -2.016 5.587  0.00
O 6.180 -3.194 3.770  0.00
C 6.203 -0.626 3.775  0.00
N 7.215 0.230 3.857  0.00
C 7.127 1.317 3.102  0.00
C 6.057 1.574 2.265  0.00
C 5.049 0.610 2.245  0.00
N 5.133 -0.479 3.002  0.00
C 3.837 0.727 1.398  0.00
C 3.615 1.791 0.528  0.00
C 2.460 1.835 -0.228  0.00
N 1.514 0.890 -0.166  0.00
C 1.735 -0.143 0.665  0.00
C 2.859 -0.266 1.450  0.00
H 7.953 2.019 3.172  0.00
H 6.020 2.474 1.671  0.00
H 4.325 2.599 0.419  0.00
H 2.277 2.653 -0.912  0.00
H 0.977 -0.915 0.681  0.00
H 2.995 -1.117 2.102  0.00
F 2.280 1.036 -2.995  0.00
C 0.980 1.544 -3.079  0.00
F 1.224 2.933 -3.114  0.00
C 0.524 1.201 -4.514  0.00
F -0.457 0.273 -4.518  0.00
F 1.498 0.705 -5.297  0.00
F 0.016 2.266 -5.160  0.00

Properties
* ⟨S²⟩: 1.100
* spin multiplicity: 2
* highest occupied orbital energy (spin up / spin down): -0.081 / -0.081 Ha
* LUMO level (spin up / spin down): 0.1088 / 0.1068 hartree
* calculated total energy: -7257.5674 Eh
* total charge: -2

=====

Density functional theory data (the ωB97M-V functional and the def2-TZVPD basis) for a structure of composition C31H23IIrN2OP at a distorted geometry.

Last column: Löwdin charge in e.
Geometry (Å):
Ir -1.286 0.665 1.621  0.89
O -2.549 -0.694 1.165  -0.25
C -2.501 -2.034 1.194  -0.33
C -3.534 -2.721 0.551  0.01
C -3.545 -4.096 0.534  -0.03
C -2.530 -4.827 1.172  -0.05
C -1.525 -4.156 1.816  -0.01
C -1.494 -2.750 1.832  -0.11
C -0.452 -2.026 2.502  -0.23
N -0.288 -0.696 2.535  -0.12
C 0.845 -0.408 3.296  -0.09
C 1.356 -1.572 3.732  -0.02
N 0.536 -2.566 3.231  0.16
H -4.312 -2.138 0.075  0.13
H -4.346 -4.618 0.027  0.12
H -2.547 -5.907 1.163  0.12
H -0.752 -4.731 2.312  0.12
H 1.179 0.600 3.473  0.11
H 2.208 -1.778 4.356  0.14
H 0.652 -3.551 3.404  0.17
I -0.904 3.218 1.996  1.22
C 1.067 3.552 1.350  -0.57
C 1.703 4.456 2.150  -0.15
C 2.967 4.957 1.778  -0.04
C 3.488 4.588 0.578  0.01
C 2.827 3.650 -0.258  -0.14
C 3.397 3.338 -1.514  0.01
C 2.835 2.407 -2.331  -0.02
C 1.705 1.708 -1.882  -0.07
C 1.098 1.980 -0.674  -0.27
P -0.229 0.768 -0.380  0.94
C -1.449 1.062 -1.668  -0.34
C -1.413 0.363 -2.876  -0.08
C -2.352 0.640 -3.857  -0.04
C -3.328 1.603 -3.642  -0.04
C -3.367 2.302 -2.444  -0.04
C -2.429 2.036 -1.460  -0.10
C 0.541 -0.831 -0.620  -0.36
C -0.214 -1.905 -1.097  -0.09
C 0.372 -3.158 -1.216  -0.04
C 1.690 -3.347 -0.829  -0.04
C 2.429 -2.289 -0.307  -0.05
C 1.859 -1.032 -0.197  -0.08
C 1.608 3.030 0.149  -0.19
H 1.239 4.822 3.057  0.10
H 3.478 5.655 2.426  0.13
H 4.428 5.002 0.234  0.13
H 4.290 3.871 -1.816  0.13
H 3.260 2.181 -3.299  0.13
H 1.313 0.914 -2.507  0.11
H -0.655 -0.385 -3.064  0.10
H -2.319 0.101 -4.794  0.12
H -4.056 1.815 -4.414  0.12
H -4.126 3.054 -2.275  0.12
H -2.463 2.598 -0.536  0.04
H -1.242 -1.763 -1.398  0.11
H -0.207 -3.985 -1.604  0.12
H 2.151 -4.320 -0.943  0.12
H 3.456 -2.442 -0.003  0.12
H 2.441 -0.208 0.197  0.12

Properties
* highest occupied orbital energy: -0.509 Ha
* relative energy (zero: lowest compared OMol25 entry of this formula, charge and spin): 0.0 kJ/mol
* LUMO level: -0.2600 hartree
* calculated total energy: -2122.7414 Eh
* total charge: +2

=====

Density functional theory data (the ωB97M-V functional and the def2-TZVPD basis) for a structure of composition C31H24Cl3N6O3S3V.

Last column: Löwdin spin population.
Geometry (Å):
V 0.933 -0.291 0.375  1.92
C 4.606 1.677 4.769  0.01
S 3.848 0.036 4.854  0.01
C 2.911 0.100 3.336  0.10
S 1.351 0.865 3.597  0.03
N 3.513 -0.341 2.299  -0.02
N 2.920 -0.344 1.078  0.18
C 3.803 -0.593 0.100  0.22
C 3.370 -0.679 -1.231  0.09
C 4.248 -0.906 -2.318  0.06
C 3.742 -1.004 -3.583  0.04
C 2.354 -0.880 -3.786  0.11
C 1.549 -0.656 -2.692  0.01
N 2.025 -0.546 -1.446  0.13
H 5.215 1.790 5.665  0.00
H 3.845 2.455 4.754  0.00
H 5.243 1.756 3.890  0.00
H 4.852 -0.686 0.355  0.01
H 5.308 -1.010 -2.125  0.00
H 4.402 -1.185 -4.422  0.00
H 1.913 -0.973 -4.767  0.01
H 0.474 -0.585 -2.799  0.00
C -7.269 1.597 0.430  0.00
C -5.956 0.969 0.044  0.00
C -4.817 1.149 0.821  0.00
C -3.605 0.568 0.473  0.00
C -3.537 -0.198 -0.678  0.00
C -4.657 -0.391 -1.473  0.00
C -5.861 0.189 -1.107  0.00
S -2.004 -0.992 -1.126  0.00
O -1.862 -2.134 -0.272  0.00
O -2.067 -1.220 -2.555  0.00
N -0.856 0.087 -0.754  0.01
C -0.853 1.299 -1.417  0.00
C -1.761 1.745 -2.371  0.01
C -1.668 3.023 -2.944  0.00
C -0.674 3.899 -2.610  0.01
C 0.290 3.491 -1.666  0.00
C 1.361 4.319 -1.265  0.01
C 2.272 3.874 -0.352  0.00
C 2.127 2.577 0.164  0.01
N 1.143 1.786 -0.189  0.00
C 0.204 2.208 -1.080  0.00
H -7.150 2.258 1.288  0.00
H -8.005 0.834 0.694  0.00
H -7.684 2.181 -0.393  0.00
H -4.873 1.758 1.716  0.00
H -2.719 0.722 1.083  0.00
H -4.572 -0.983 -2.375  0.00
H -6.738 0.041 -1.727  0.00
H -2.553 1.096 -2.708  0.00
H -2.415 3.306 -3.676  0.00
H -0.605 4.884 -3.055  0.00
H 1.443 5.310 -1.697  0.00
H 3.100 4.488 -0.026  0.00
H 2.833 2.170 0.878  0.00
Cl 0.742 -7.792 2.200  0.00
C 0.762 -6.111 1.728  0.01
C 0.506 -5.135 2.672  0.00
C 0.525 -3.807 2.289  0.01
Cl 0.244 -2.572 3.466  0.00
C 0.782 -3.396 0.965  0.00
O 0.770 -2.168 0.584  0.03
C 1.049 -4.444 0.054  0.01
Cl 1.404 -4.003 -1.583  0.00
C 1.040 -5.776 0.415  0.00
H 0.299 -5.397 3.699  0.00
H 1.246 -6.538 -0.323  0.00
N -0.942 1.093 2.377  0.01
C 0.213 0.609 2.178  -0.01
H -1.074 1.526 3.298  0.00

Properties
* ⟨S²⟩: 3.783
* spin multiplicity: 4
* highest occupied orbital energy (spin up / spin down): -0.124 / -0.190 Ha
* relative energy (zero: lowest compared OMol25 entry of this formula, charge and spin): 45.3 kJ/mol
* LUMO level (spin up / spin down): 0.0769 / 0.0720 hartree
* calculated total energy: -5269.2679 Eh
* total charge: -1

=====

Density functional theory data (the ωB97M-V functional and the def2-TZVPD basis) for a structure of composition C31H24N2O2PtSe at a distorted geometry.

Last column: Löwdin charge in e.
Geometry (Å):
Pt -0.787 -0.614 1.244  0.63
O -0.274 1.259 -1.500  -0.03
C -1.403 2.014 -1.202  -0.28
C -2.283 2.230 -2.235  -0.01
C -3.316 3.148 -2.089  -0.08
C -3.411 3.894 -0.928  -0.10
C -2.530 3.641 0.113  -0.05
C -1.564 2.652 0.026  -0.21
C -0.748 2.386 1.209  -0.11
N -0.152 1.311 1.476  -0.14
C 0.861 1.286 2.530  -0.19
C 1.926 0.274 2.115  -0.20
N 1.248 -0.965 1.734  -0.12
C 1.877 -1.866 1.113  -0.13
C 1.311 -3.144 0.731  -0.15
C 2.188 -4.093 0.193  -0.09
C 1.791 -5.369 -0.132  -0.15
C 0.448 -5.724 0.086  -0.13
C -0.452 -4.819 0.584  -0.03
C -0.083 -3.477 0.914  -0.37
O -0.987 -2.699 1.374  -0.26
H -2.138 1.686 -3.159  0.12
H -4.016 3.304 -2.901  0.09
H -4.169 4.660 -0.829  0.09
H -2.612 4.196 1.042  0.11
H -0.650 3.212 1.920  0.14
H 0.404 0.968 3.466  0.11
H 1.320 2.270 2.660  0.12
H 2.610 0.101 2.947  0.12
H 2.497 0.676 1.279  0.09
H 2.930 -1.693 0.852  0.13
H 3.225 -3.802 0.048  0.10
H 2.496 -6.082 -0.539  0.08
H 0.114 -6.728 -0.152  0.09
H -1.490 -5.086 0.739  0.11
Se -3.058 -0.187 0.769  -0.34
C 0.846 2.000 -1.443  -0.09
C 1.576 2.955 -1.235  -0.03
C 2.391 4.097 -1.038  -0.20
C 2.239 5.219 -1.935  -0.19
C 3.155 6.301 -1.992  -0.07
C 2.988 7.364 -2.866  -0.14
C 1.915 7.412 -3.752  -0.16
C 1.019 6.343 -3.743  -0.13
C 1.170 5.281 -2.869  -0.04
C 3.247 4.128 0.144  -0.20
C 3.856 2.946 0.617  -0.07
C 4.623 2.921 1.771  -0.13
C 4.829 4.078 2.518  -0.15
C 4.240 5.260 2.074  -0.13
C 3.471 5.288 0.920  -0.07
H 4.027 6.286 -1.350  0.09
H 3.717 8.169 -2.864  0.08
H 1.783 8.249 -4.428  0.07
H 0.178 6.344 -4.431  0.09
H 0.450 4.471 -2.874  0.09
H 3.712 2.043 0.034  0.10
H 5.074 1.987 2.095  0.09
H 5.423 4.057 3.423  0.07
H 4.369 6.172 2.649  0.08
H 2.993 6.213 0.624  0.10

Properties
* highest occupied orbital energy (spin up / spin down): 0.000 / 0.000 Ha
* relative energy (zero: lowest compared OMol25 entry of this formula, charge and spin): 83.5 kJ/mol
* LUMO level (spin up / spin down): 0.1672 / 0.1672 hartree
* calculated total energy: -3976.3490 Eh
* total charge: -2